Entry 1:
{
  "formula": "C12H33IN3O3",
  "method": "ωB97M-V with the def2-TZVPD basis set",
  "spin_multiplicity": 1,
  "charge": -1,
  "fmax_ev_per_a": 2.9,
  "e_homo_ev": -3.379,
  "orbital_gap_ev": 5.76,
  "species": ["I", "C", "C", "C", "O", "C", "N", "H", "H", "H", "H", "H", "H", "H", "H", "H", "H", "H", "C", "C", "C", "O", "C", "N", "H", "H", "H", "H", "H", "H", "H", "H", "H", "H", "H", "C", "C", "C", "O", "C", "N", "H", "H", "H", "H", "H", "H", "H", "H", "H", "H", "H"],
  "xyz": [[-0.424, 0.062, -0.060], [-6.391, -6.135, 1.300], [-6.588, -4.760, 0.553], [-6.787, -3.578, 1.542], [-7.895, -3.782, 2.518], [-8.061, -2.679, 3.414], [-5.330, -4.556, -0.183], [-5.645, -6.003, 2.083], [-6.237, -6.859, 0.499], [-7.310, -6.421, 1.812], [-7.430, -4.769, -0.139], [-6.853, -2.661, 0.957], [-5.932, -3.484, 2.211], [-7.298, -2.607, 4.189], [-9.088, -2.830, 3.747], [-7.932, -1.815, 2.761], [-5.359, -4.362, -1.174], [-4.732, -3.848, 0.219], [-2.724, 4.761, -5.205], [-1.372, 5.311, -5.744], [-1.184, 6.674, -5.101], [0.058, 7.195, -5.396], [0.104, 8.587, -5.021], [-0.301, 4.423, -5.315], [-3.665, 5.235, -5.484], [-2.841, 4.841, -4.124], [-2.956, 3.731, -5.478], [-1.373, 5.265, -6.833], [-1.326, 6.668, -4.021], [-1.994, 7.306, -5.463], [1.080, 8.859, -5.422], [0.102, 8.754, -3.944], [-0.585, 9.284, -5.498], [-0.645, 3.677, -5.902], [-0.514, 3.886, -4.487], [5.906, -1.645, 4.363], [7.253, -1.386, 3.625], [8.385, -2.492, 3.935], [9.531, -2.072, 3.134], [10.837, -2.436, 3.575], [6.883, -1.231, 2.173], [5.914, -1.929, 5.415], [5.249, -2.346, 3.847], [5.169, -0.846, 4.438], [7.649, -0.411, 3.911], [8.004, -3.487, 3.706], [8.534, -2.533, 5.014], [11.105, -1.488, 4.042], [11.590, -2.540, 2.794], [10.868, -3.293, 4.249], [6.669, -2.120, 1.743], [5.881, -1.111, 2.225]],
  "lowdin_charge": [-1.001, -0.066, -0.400, -0.169, -0.225, -0.110, 0.023, 0.076, 0.066, 0.057, 0.130, 0.116, 0.119, 0.082, 0.087, 0.076, 0.067, 0.071, -0.080, -0.411, -0.274, -0.163, -0.101, 0.042, 0.064, 0.078, 0.072, 0.139, 0.130, 0.118, 0.084, 0.086, 0.080, 0.059, 0.078, -0.093, -0.355, -0.152, -0.210, -0.108, 0.021, 0.064, 0.073, 0.073, 0.121, 0.111, 0.108, 0.082, 0.077, 0.081, 0.061, 0.045]
}


Entry 2:
{
  "formula": "C12H33MnNO16S4",
  "method": "ωB97M-V with the def2-TZVPD basis set",
  "spin_multiplicity": 6,
  "charge": 0,
  "fmax_ev_per_a": 5.0,
  "e_homo_ev": [-10.785, -10.785],
  "orbital_gap_ev": [8.19, 7.61],
  "species": ["Mn", "N", "O", "O", "O", "O", "H", "O", "S", "O", "O", "C", "C", "C", "H", "H", "H", "H", "H", "H", "H", "H", "O", "S", "O", "O", "C", "C", "C", "H", "H", "H", "H", "H", "H", "H", "H", "O", "S", "O", "O", "C", "C", "C", "H", "H", "H", "H", "H", "H", "H", "H", "O", "S", "O", "O", "C", "C", "C", "H", "H", "H", "H", "H", "H", "H", "H"],
  "xyz": [[4.048, -14.637, -18.478], [4.233, -17.074, -20.013], [3.344, -16.355, -19.457], [5.334, -16.899, -19.599], [4.013, -17.810, -20.988], [5.722, -13.430, -18.678], [6.124, -14.083, -19.284], [-0.565, -17.647, -24.862], [-0.281, -18.492, -23.726], [-1.057, -19.653, -23.406], [1.338, -19.062, -23.832], [2.322, -18.142, -24.223], [3.450, -19.186, -24.602], [-0.107, -17.406, -22.226], [2.653, -17.534, -23.381], [1.965, -17.490, -25.020], [3.125, -19.983, -25.271], [3.845, -19.771, -23.771], [4.226, -18.735, -25.220], [0.510, -16.530, -22.428], [0.313, -18.105, -21.503], [-1.053, -17.067, -21.806], [7.703, -22.498, -21.036], [7.523, -21.174, -20.443], [8.357, -20.915, -19.253], [7.805, -20.078, -21.727], [7.811, -18.684, -21.303], [8.715, -17.958, -22.346], [5.723, -20.773, -20.075], [8.243, -18.516, -20.317], [6.825, -18.222, -21.258], [9.031, -16.956, -22.058], [8.215, -17.952, -23.314], [9.670, -18.455, -22.519], [5.084, -21.192, -20.852], [5.608, -19.707, -19.882], [5.592, -21.411, -19.201], [-0.886, -16.701, -14.839], [0.035, -17.871, -14.701], [-0.388, -19.095, -13.912], [0.511, -18.386, -16.210], [0.935, -17.353, -17.070], [-0.228, -16.913, -18.011], [1.650, -17.299, -13.973], [1.567, -17.936, -17.739], [1.406, -16.518, -16.551], [0.136, -16.038, -18.549], [-1.163, -16.727, -17.483], [-0.443, -17.627, -18.807], [1.922, -16.301, -14.319], [2.330, -18.077, -14.317], [1.641, -17.271, -12.884], [9.032, -20.144, -16.727], [7.896, -20.194, -15.783], [7.864, -19.169, -14.724], [6.441, -20.175, -16.736], [5.191, -19.951, -16.153], [4.273, -19.396, -17.168], [7.666, -21.973, -15.081], [5.362, -19.242, -15.343], [4.619, -20.810, -15.802], [3.912, -20.197, -17.813], [4.693, -18.601, -17.784], [3.382, -19.084, -16.623], [8.589, -22.271, -14.584], [7.465, -22.717, -15.851], [6.746, -21.929, -14.499]],
  "lowdin_charge": [1.230, -0.586, -0.178, 0.015, 0.055, -0.438, -0.062, -0.298, 0.680, -0.276, -0.285, -0.272, -0.050, -0.109, 0.092, 0.112, 0.073, 0.069, 0.069, 0.063, 0.056, 0.065, -0.307, 0.713, -0.316, -0.267, -0.269, -0.064, -0.084, 0.112, 0.082, 0.072, 0.071, 0.075, 0.072, 0.033, 0.052, -0.322, 0.748, -0.321, -0.269, -0.301, -0.049, -0.101, 0.105, 0.099, 0.068, 0.075, 0.071, 0.056, 0.055, 0.074, -0.304, 0.755, -0.317, -0.277, -0.336, -0.074, -0.072, 0.114, 0.125, 0.086, 0.070, 0.066, 0.064, 0.064, 0.053]
}


Entry 3:
{
  "formula": "C12H34Ag2F3NO11SV",
  "method": "ωB97M-V with the def2-TZVPD basis set",
  "spin_multiplicity": 5,
  "charge": 3,
  "fmax_ev_per_a": 8.5,
  "e_homo_ev": [-16.727, -17.642],
  "orbital_gap_ev": [6.42, 3.67],
  "species": ["V", "N", "H", "H", "H", "H", "Ag", "Ag", "C", "F", "F", "F", "S", "O", "O", "O", "C", "O", "O", "O", "C", "C", "O", "H", "H", "H", "H", "H", "H", "C", "C", "O", "H", "H", "H", "H", "H", "H", "C", "C", "O", "H", "H", "H", "H", "H", "H", "C", "C", "O", "H", "H", "H", "H", "H", "H", "C", "C", "O", "H", "H", "H", "H", "H", "H"],
  "xyz": [[20.913, -21.129, 9.244], [17.389, -21.289, 12.326], [17.944, -22.061, 11.986], [17.892, -20.442, 12.104], [17.202, -21.326, 13.318], [16.475, -21.405, 11.911], [18.131, -25.600, 12.615], [18.679, -25.205, 8.971], [20.653, -17.145, 12.055], [21.800, -16.747, 11.399], [20.971, -17.790, 13.218], [20.007, -16.036, 12.377], [19.580, -18.361, 10.936], [20.541, -19.159, 10.241], [18.722, -19.105, 11.892], [18.793, -17.542, 10.034], [19.452, -22.986, 10.407], [19.777, -21.911, 10.859], [19.988, -23.136, 9.311], [18.711, -23.732, 11.021], [21.209, -25.168, 13.651], [20.570, -26.084, 14.744], [19.657, -26.870, 14.004], [21.763, -25.643, 12.842], [21.974, -24.547, 14.118], [20.527, -24.491, 13.137], [20.213, -25.348, 15.465], [21.263, -26.831, 15.131], [19.543, -27.610, 14.606], [14.872, -23.532, 11.647], [14.024, -22.241, 11.417], [14.759, -21.045, 11.463], [14.350, -24.424, 11.299], [15.037, -23.794, 12.692], [15.831, -23.413, 11.144], [13.273, -22.182, 12.204], [13.475, -22.354, 10.482], [14.237, -20.246, 11.568], [21.196, -21.904, 15.433], [20.614, -20.998, 14.341], [21.411, -21.287, 13.200], [21.038, -22.962, 15.224], [20.924, -21.608, 16.446], [22.267, -21.702, 15.473], [20.723, -19.945, 14.601], [19.541, -21.128, 14.202], [20.868, -21.375, 12.414], [20.604, -22.359, 5.257], [21.968, -22.427, 6.014], [21.739, -22.261, 7.447], [20.753, -22.469, 4.182], [20.061, -21.434, 5.450], [19.984, -23.218, 5.513], [22.637, -21.639, 5.667], [22.450, -23.381, 5.803], [21.317, -23.069, 7.747], [16.962, -21.053, 8.459], [18.049, -21.146, 7.423], [19.253, -20.463, 7.866], [17.347, -21.395, 9.419], [16.114, -21.639, 8.106], [16.645, -20.027, 8.647], [17.770, -20.760, 6.442], [18.354, -22.169, 7.205], [19.084, -19.519, 7.821]],
  "lowdin_charge": [1.162, 0.311, 0.065, 0.027, 0.147, 0.064, 0.856, 0.894, -0.539, 0.119, 0.087, 0.177, 0.569, -0.377, -0.349, -0.256, -1.073, -0.093, -0.094, -0.083, -0.089, -0.249, -0.123, 0.089, 0.074, 0.030, 0.114, 0.142, 0.114, -0.075, -0.266, -0.090, 0.085, 0.066, 0.034, 0.125, 0.122, 0.124, 0.011, -0.129, 0.271, 0.060, 0.118, 0.114, 0.186, 0.131, 0.092, -0.052, -0.190, -0.162, 0.092, 0.065, 0.067, 0.129, 0.124, 0.052, -0.044, -0.244, -0.132, 0.053, 0.097, 0.101, 0.137, 0.096, 0.114]
}


Entry 4:
{
  "formula": "C12H34CdN4P2",
  "method": "ωB97M-V with the def2-TZVPD basis set",
  "spin_multiplicity": 1,
  "charge": 0,
  "fmax_ev_per_a": 4.7,
  "e_homo_ev": -4.091,
  "orbital_gap_ev": 4.61,
  "species": ["Cd", "H", "H", "P", "P", "C", "H", "H", "H", "C", "H", "H", "H", "C", "H", "H", "H", "C", "H", "H", "H", "C", "H", "H", "H", "C", "H", "H", "H", "H", "H", "C", "N", "C", "N", "C", "N", "C", "N", "C", "C", "H", "H", "H", "H", "H", "H", "H", "H", "H", "H", "H", "H"],
  "xyz": [[-1.001, 0.195, -0.486], [0.457, 0.502, 4.287], [0.548, 1.234, 4.164], [-2.477, -1.750, 0.951], [-1.197, 2.724, -0.899], [-0.127, 3.305, -2.259], [-0.434, 4.306, -2.542], [0.937, 3.281, -1.972], [-0.305, 2.649, -3.121], [-2.780, 3.507, -1.366], [-3.425, 3.599, -0.481], [-2.523, 4.499, -1.729], [-3.273, 2.932, -2.166], [-0.630, 3.816, 0.425], [0.379, 3.561, 0.775], [-0.640, 4.809, -0.046], [-1.350, 3.799, 1.248], [-4.226, -2.121, 0.592], [-4.508, -3.080, 1.013], [-4.832, -1.343, 1.070], [-4.390, -2.144, -0.495], [-1.852, -3.477, 0.524], [-0.894, -3.729, 1.002], [-2.587, -4.220, 0.843], [-1.747, -3.616, -0.560], [-2.442, -2.010, 2.746], [-2.963, -1.184, 3.233], [-2.963, -2.949, 2.975], [-1.405, -2.081, 3.094], [-2.346, -0.087, 0.784], [-2.176, -0.199, -1.681], [1.426, -1.597, 0.399], [1.180, -0.374, -0.392], [1.606, -0.559, -1.785], [3.041, -0.827, -1.901], [3.236, -2.119, -1.119], [2.882, -1.959, 0.311], [3.629, -0.809, 0.876], [3.390, 0.469, 0.134], [1.951, 0.719, 0.243], [3.774, 0.299, -1.277], [0.814, -2.380, -0.065], [1.056, -1.341, 1.419], [1.359, 0.385, -2.277], [1.053, -1.395, -2.235], [4.300, -2.330, -1.208], [2.641, -2.914, -1.606], [3.347, -0.662, 1.933], [4.684, -1.015, 0.767], [1.671, 1.649, -0.279], [1.651, 0.718, 1.300], [4.840, 0.092, -1.317], [3.643, 1.225, -1.844]],
  "lowdin_charge": [0.745, 0.004, 0.005, 0.498, 0.618, -0.316, 0.028, 0.033, 0.038, -0.276, 0.045, 0.032, 0.046, -0.311, 0.031, 0.041, 0.037, -0.292, 0.027, 0.029, 0.040, -0.361, 0.011, -0.003, 0.019, -0.309, 0.023, 0.038, 0.026, -0.269, -0.183, -0.166, -0.248, -0.216, -0.080, -0.134, -0.073, -0.151, -0.085, -0.200, -0.163, 0.107, 0.130, 0.108, 0.125, 0.118, 0.132, 0.131, 0.116, 0.097, 0.114, 0.119, 0.126]
}